# 1
Below is a structure of composition C7H18F2O5SZn, with properties calculated with wB97M-V/def2-TZVPD.

Properties
Max |F|, eV/A: 4.3
Energy relative to the best compared isomer or geometry (same formula, charge and spin), kcal per mole: 0.0

```
! wB97M-V def2-TZVPD RIJCOSX def2/J DEFGRID3
* xyz -2 1
Zn 0.0477 -1.7439 0.4866
C -0.0327 -2.4153 -3.6301
C -1.1347 -2.5282 -2.5399
O -0.5164 -2.7225 -1.2805
H -0.3684 -2.6585 -4.6382
H 0.9200 -2.9322 -3.5154
H 0.1926 -1.3497 -3.6732
H -1.5217 -3.4978 -2.8534
H -1.9307 -1.7861 -2.6018
C -2.8572 0.4072 3.0467
C -2.0338 0.6953 1.8060
O -1.2529 -0.2175 1.1737
H -3.2048 1.3139 3.5418
H -2.2297 -0.1149 3.7690
H -3.6643 -0.2995 2.8534
H -1.5755 1.6829 1.8585
H -2.8322 0.9528 1.1100
F 1.8605 -2.2477 1.1716
F -0.5496 -3.4678 1.6462
O 2.6393 0.9349 -2.4250
S 1.7794 0.9678 -1.2409
O 1.1813 -0.2730 -0.7132
O 2.5293 1.9426 -0.0254
C 1.9598 2.1082 1.2349
C 2.1466 0.9257 2.1737
C 0.4130 2.1480 -1.6137
H 0.8862 2.2894 1.1837
H 2.3741 2.9930 1.7183
H 2.9677 0.2690 1.8864
H 1.2293 0.3371 2.1592
H 2.1650 1.1992 3.2287
H -0.3794 2.2295 -0.8696
H -0.0939 1.7781 -2.5049
H 0.8862 3.0799 -1.9231
*
```

=====

# 2
Below is a cluster of 3 separate species, C7H18N2 in total, with properties calculated with wB97M-V/def2-TZVPD.

Properties
Structure (SMILES): CC(C)=N.C=C.CNC
Max |F|, eV/A: 1.2
Energy relative to the best compared isomer or geometry (same formula, charge and spin), kcal per mole: 53.7

```
! wB97M-V def2-TZVPD RIJCOSX def2/J DEFGRID3
* xyz 0 1
C 1.8303 -1.4228 0.9015
C 0.9440 -0.5836 1.7685
C 0.1266 -1.3362 2.7848
N 1.0652 0.6780 1.7141
H 2.4202 -2.1070 1.5094
H 2.4940 -0.7903 0.3210
H 1.2185 -2.0129 0.2211
H -0.3407 -2.2081 2.3319
H 0.7789 -1.6864 3.5857
H -0.6405 -0.6984 3.2229
H 0.4962 1.1865 2.3885
C -1.5645 -0.7901 -0.6426
C -1.2892 -1.5490 -1.6949
H -0.9816 -0.8459 0.2805
H -2.5019 -0.2642 -0.5657
H -0.3686 -2.1056 -1.7788
H -1.9651 -1.6385 -2.5318
C -1.0724 2.4718 -0.9035
N -0.2056 1.3121 -0.8900
C 0.6182 1.2181 -2.0766
H -0.5305 3.4224 -1.0282
H -1.6240 2.5158 0.0341
H -1.7803 2.3671 -1.7279
H 0.3913 1.3225 -0.0488
H -0.0286 1.0647 -2.9399
H 1.2280 2.1147 -2.2566
H 1.2821 0.3652 -1.9787
*
```

=====

# 3
Below is a cluster of 3 separate species, C7H18O2 in total, with properties calculated with wB97M-V/def2-TZVPD.

Properties
Structure (SMILES): C/C=C(\C)CCC.O.O
Max |F|, eV/A: 2.0
Energy relative to the best compared isomer or geometry (same formula, charge and spin), kcal per mole: 21.4

```
! wB97M-V def2-TZVPD RIJCOSX def2/J DEFGRID3
* xyz 0 1
C -0.3431 -2.8523 1.0763
C -0.2638 -1.4785 0.4104
C 0.8688 -0.9168 -0.0221
C 2.1840 -1.5802 0.2957
C 0.8499 0.5319 -0.4719
C -0.4119 0.9492 -1.2074
C -0.2902 1.2214 -2.7198
H 0.1217 -2.8691 2.0636
H 0.2578 -3.5391 0.4979
H -1.3857 -3.1612 1.1059
H -1.2582 -1.0528 0.4175
H 2.8707 -0.7699 0.5433
H 2.6432 -1.9618 -0.6186
H 2.1865 -2.2039 1.1727
H 1.1078 1.2427 0.3140
H 1.7089 0.7034 -1.1298
H -1.1802 0.1784 -1.2505
H -0.8625 1.8447 -0.8078
H -0.5311 0.3988 -3.3679
H 0.7323 1.4464 -3.0546
H -0.8436 2.0656 -3.1181
O -0.2456 3.3225 0.7972
H 0.5424 3.7873 1.0870
H -1.0285 3.8090 1.0650
O -2.8454 0.1072 2.2554
H -2.1495 0.3103 1.6154
H -2.4345 0.4667 3.0513
*
```

=====

# 4
Below is a structure of composition C7H18P, with properties calculated with wB97M-V/def2-TZVPD.

Properties
Max |F|, eV/A: 4.7
Energy relative to the best compared isomer or geometry (same formula, charge and spin), kcal per mole: 47.0

```
! wB97M-V def2-TZVPD RIJCOSX def2/J DEFGRID3
* xyz 1 1
C -1.4942 2.0662 -0.1695
C -0.7240 1.5145 -2.5955
C 0.0404 -2.3355 -0.1239
C 2.3268 -1.2118 1.3733
C -0.4751 -0.6709 2.0511
C 0.7976 0.6189 -0.3824
C -0.9520 0.9891 -1.1466
P 0.6438 -0.8485 0.7163
H -2.4312 2.3291 -0.5839
H -0.6602 2.7984 -0.1792
H -1.6366 1.6174 0.8166
H -1.4064 0.9671 -3.1280
H 0.2851 1.3694 -2.9818
H -1.0949 2.5220 -2.4987
H -0.1033 -3.0822 0.8142
H 0.8967 -2.6331 -0.7865
H -0.9149 -2.2584 -0.6102
H 3.0518 -0.5436 0.9745
H 2.4568 -2.2218 1.0234
H 2.0904 -1.1035 2.4230
H -1.4664 -0.9186 1.8535
H -0.3538 0.4906 2.2397
H 0.0486 -1.3213 2.8724
H 1.4879 0.3802 -1.1691
H 1.0973 1.4232 0.2848
H -1.5104 0.0632 -1.0874
*
```

=====

Number 1: Kohn-Sham gap 5.3 eV. Number 2: Kohn-Sham gap 8.7 eV. Number 3: Kohn-Sham gap 9.1 eV. Number 4: Kohn-Sham gap 11.3 eV.